# 1
# C19H27Cl40NO2

14 unconnected molecules or ions with the total composition C19H27Cl40NO2 in a non-equilibrium geometry (ωB97M-V with the def2-TZVPD basis set, the OMol25 dataset).

```
! RIJCOSX wB97M-V def2-TZVPD def2/J DEFGRID3
* xyz 0 1
Cl -1.6580 7.7012 -4.4334
H 4.2659 2.7320 2.0949
Cl 4.1883 -1.8669 0.2622
Cl -0.8352 -0.6102 -3.6898
H -3.8413 0.4969 1.1711
Cl 6.2731 1.8963 2.9748
H -4.8691 -1.2923 -0.3133
H 2.1845 -1.0391 -0.6438
Cl -1.3257 -10.2775 -2.2133
H 1.3288 -4.2318 4.8220
C 2.6760 -2.0069 -0.6428
C -1.5575 -5.7608 -0.4110
Cl 6.5680 -0.5242 5.8476
N -1.3334 1.6835 2.7891
H -0.7370 -5.5927 0.2793
Cl 3.6885 0.5734 2.8223
H -7.6403 4.6716 -0.3759
C -4.5971 -1.5843 0.7270
C -1.3930 -1.3581 1.4501
Cl -3.2970 9.7967 -3.2630
Cl -4.5044 7.2697 -4.0415
Cl 0.9410 -2.6698 -4.6793
H -1.7239 -2.5948 -0.3017
C -7.2286 3.6689 -0.3557
Cl 2.9913 -2.4642 -2.3175
H -2.5017 -0.9839 -0.4892
C -0.2577 1.7177 1.7930
H -3.4502 8.8591 -5.4075
C -2.2955 -1.8017 0.2372
Cl 7.6279 2.2269 -5.1597
H -1.0519 -2.3046 1.9209
Cl 8.4846 2.8856 -2.4628
H -0.6095 3.8009 -1.0697
Cl -5.7247 3.7044 0.5725
H -2.1884 1.9129 2.2805
Cl -1.2758 4.8169 -3.0783
Cl -0.3249 3.3796 0.9549
C 4.6784 -0.1314 -5.2278
H 5.1442 -0.6690 7.7049
Cl -2.4652 -10.7420 0.4205
H -1.1763 2.4972 3.3876
Cl 0.5283 7.5413 2.2142
C 1.2291 -3.8883 3.7985
Cl -0.1106 5.2257 3.8477
C -0.6711 6.8032 3.2810
H -5.4453 -2.1777 1.1413
Cl 4.1837 -1.7959 -5.5614
C 8.9611 2.1583 -4.0010
Cl 5.3824 -0.0026 -3.6121
C -0.5332 0.6768 0.6471
H 0.7380 1.5549 2.2500
Cl 1.6021 -3.1784 0.1293
Cl 0.7509 -2.1865 3.8112
O -3.4533 -2.4209 0.7859
Cl -6.9181 3.1619 -2.0194
C -3.2537 8.4603 -4.4187
Cl 4.7057 1.4712 6.8491
Cl 5.0717 1.3366 0.3884
H -0.4388 -2.7376 -2.7920
Cl -8.4070 2.5992 0.4129
C 5.0468 -0.2577 6.7066
Cl -1.2837 1.9889 -2.4047
C -1.4214 3.6364 -1.7719
H 9.2037 1.1164 -3.8237
Cl -0.8299 -12.7896 -0.8367
H 0.1971 0.9371 -0.1591
H -1.5643 0.7929 0.2459
Cl 3.7176 -1.0889 5.8914
H -1.9341 -0.7559 2.2108
H -2.8786 -11.9131 -1.5689
Cl -1.0289 7.8658 4.6469
Cl 2.7790 -4.1099 2.9842
Cl -2.9540 3.8577 -0.9178
Cl 10.3951 2.9592 -4.6527
H -1.5846 6.6559 2.7155
Cl -1.4509 -4.5558 -1.7024
Cl -3.0737 -5.5838 0.4780
C -0.5534 -2.3539 -3.7957
C -1.9931 -11.4875 -1.1105
Cl -1.9267 -3.1734 -4.5555
O -0.2200 -0.6471 1.0449
Cl 3.3065 0.9694 -5.3969
C 4.7595 1.7661 2.0735
H 5.4346 0.1515 -5.9521
Cl -0.0263 -4.8561 3.0090
H -5.5333 0.1298 1.6558
C -4.4992 -0.2882 1.6036
H -4.1918 -0.5511 2.6377
Cl -1.4049 -7.3932 -1.0693
*
```

Summary:
Strongest force on any atom   1.9 eV/A
Frontier orbital gap   0.354 Ha

---

# 2
# C4H4N2O2

C4H4N2O2 in the gas phase in a non-equilibrium geometry (ωB97M-V with the def2-TZVPD basis set, the OMol25 dataset).

```
! RIJCOSX wB97M-V def2-TZVPD def2/J DEFGRID3
* xyz 0 1
O -1.1193 -2.2659 0.0255
H -0.5662 1.9282 0.2898
H 2.2075 0.5056 -0.2607
C -1.8780 -0.0799 0.0130
O 1.3202 -1.6678 -0.0530
C 1.0908 0.6124 -0.0027
C -0.8181 -1.0657 0.0958
N -2.8945 0.5132 -0.1071
H 1.0555 2.7350 -0.0333
H 0.6745 -2.4029 0.0043
C 0.4890 1.8034 0.0418
N 0.4387 -0.6158 -0.0134
*
```

Summary:
Strongest force on any atom   4.5 eV/A
ΔE to the lowest compared entry with this formula, charge and spin   365.2 kJ/mol
Frontier orbital gap   0.332 Ha
Structure (SMILES)   C=CN(O)C(=O)C#N

---

# 3
# C24H16IrN10

A molecular structure, C24H16IrN10 (ωB97M-V with the def2-TZVPD basis set, the OMol25 dataset).

```
! RIJCOSX wB97M-V def2-TZVPD def2/J DEFGRID3
* xyz -1 5
C 0.2637 -5.0050 1.8618
C 2.4588 2.1640 -0.0527
C 1.2625 -4.3423 1.0746
H -1.0820 -4.5922 -0.2372
C -1.6028 -6.2136 -1.5332
C -2.5120 -6.7002 -2.4628
C -4.3624 -2.3135 -0.2870
N 2.2599 0.8998 0.3654
H -0.4387 -4.4118 2.4331
N 4.2688 1.4979 0.7917
N 3.6824 2.5688 0.1920
N -0.3067 1.3641 -0.5963
C -4.4767 -0.9357 -0.0188
C 2.0458 -6.5225 0.3364
H -3.6091 -0.2989 -0.1483
C -6.8107 -1.1947 0.5153
H -7.5788 -3.1954 0.3893
H -0.7347 -6.7956 -1.2521
H 1.0187 -8.2419 1.1568
H -2.3578 -7.6708 -2.9182
C -1.9320 -2.1144 -0.4426
H -4.6610 -4.0849 -2.5370
C -3.0846 -2.8702 -0.6782
N 3.4593 0.5211 0.9021
C -1.7981 -4.9706 -0.9547
C -2.9150 -4.1922 -1.2861
Ir 0.5774 -0.2573 0.1674
H -7.7554 -0.7631 0.8217
C -6.7118 -2.5574 0.2659
C 1.0818 -7.1626 1.1285
N 1.5016 2.9507 -0.6362
N -1.8113 2.6059 -1.4755
C 0.2154 2.5764 -0.8892
C 1.3713 -2.9817 1.0806
C -5.6847 -0.3915 0.3732
H 1.7739 3.8765 -0.9175
N 1.4690 -1.7939 1.0970
H -4.3146 -6.2973 -3.5571
C -0.9578 -1.3991 -0.2067
H -0.5670 -6.8529 2.4789
C -5.5086 -3.1137 -0.1282
H 2.7248 -7.1166 -0.2651
C 0.1976 -6.3746 1.8776
H -5.4404 -4.1805 -0.2866
N -1.6195 1.4463 -0.9934
C 2.1512 -5.1557 0.2955
C -3.6140 -5.9321 -2.8157
H 2.8923 -4.6774 -0.3313
N -0.6820 3.3627 -1.4349
C -3.8158 -4.6907 -2.2374
H -5.7488 0.6732 0.5616
*
```

Summary:
Strongest force on any atom   0.3 eV/A
ΔE to the lowest compared entry with this formula, charge and spin   0.0 kJ/mol
Frontier orbital gap (alpha / beta)   0.207 / 0.231 Ha

---

# 4
# C4H6OS2

A molecular structure, C4H6OS2 in a non-equilibrium geometry (ωB97M-V with the def2-TZVPD basis set, the OMol25 dataset).

```
! RIJCOSX wB97M-V def2-TZVPD def2/J DEFGRID3
* xyz 0 1
C 0.3076 -0.0746 -0.0527
S 1.8831 -0.8894 -0.4108
O 0.3712 2.3069 -0.4669
H 2.3436 -0.9967 0.8349
H -0.9068 -0.0490 1.8338
C -0.6023 -0.1943 -1.3448
H -0.3967 -1.1211 -1.8810
C 0.4653 1.3802 0.3148
H -0.6247 -1.6700 1.2319
C -0.7513 -0.5929 0.8897
H -0.6294 0.7123 -1.9930
H 0.6190 1.5840 1.3587
S -2.0787 -0.3954 -0.3147
*
```

Summary:
Strongest force on any atom   3.2 eV/A
ΔE to the lowest compared entry with this formula, charge and spin   132.5 kJ/mol
Frontier orbital gap   0.347 Ha